Computed, not measured: a structure of composition C10H20ClFeTi at a distorted geometry, with ωB97M-V with the def2-TZVPD basis set.

Energy above the lowest of the compared OMol25 structures with the same formula, charge and spin, kJ/mol: 0.0
Gap between HOMO and LUMO (spin up / spin down), eV: 5.59 / 7.19
2S+1: 7
Total charge: -1
Total energy, eV: -80713.9855
E_HOMO (spin up / spin down), eV: -2.71 / -4.66
<S²>: 12.0248
LUMO energy (spin up / spin down), eV: 2.88 / 2.53
F_max, Eh/bohr: 0.093

Element x y z (Å)
Fe -0.397 -0.067 0.353
Cl 0.652 0.086 -1.590
C -2.041 -1.091 0.209
H -1.752 -1.906 0.921
H -2.128 -1.444 -0.843
H -2.927 -0.515 0.552
Ti 0.620 0.134 -3.845
C -1.188 0.777 -4.502
C 2.243 1.324 -4.113
C 0.986 -1.437 -4.881
H 3.005 0.948 -3.409
H 2.548 1.170 -5.174
H 2.052 2.377 -3.867
H -2.005 0.150 -4.113
H -1.384 1.824 -4.233
H -1.065 0.649 -5.609
H 0.181 -1.910 -5.447
H 2.027 -1.643 -5.139
C 1.296 -0.713 5.251
C 0.061 0.036 4.752
C -1.203 -0.701 5.196
C 0.036 1.470 5.265
C 0.076 0.134 3.317
C -0.024 0.220 2.090
H 1.304 -0.745 6.355
H 2.218 -0.249 4.885
H 1.315 -1.734 4.851
H -1.261 -0.734 6.297
H -2.096 -0.213 4.785
H -1.224 -1.720 4.788
H 0.898 2.032 4.888
H -0.838 1.993 4.855
H 0.013 1.496 6.367



Computed, not measured: a structure of composition C10H20CoN2OP at a distorted geometry, with ωB97M-V with the def2-TZVPD basis set.

Gap between HOMO and LUMO (spin up / spin down), eV: 2.62 / 7.15
2S+1: 4
Total charge: -1
Total energy, eV: -62634.0339
E_HOMO (spin up / spin down), eV: 0.69 / -3.91
<S²>: 3.7809
LUMO energy (spin up / spin down), eV: 3.31 / 3.24
F_max, Eh/bohr: 0.066

Element x y z (Å)
C -2.104 0.310 -3.310
C -1.226 1.482 -3.446
C -1.403 2.276 -2.312
C -2.394 1.612 -1.453
C -2.916 0.473 -2.144
Co -0.707 0.086 -1.527
P 0.578 -1.682 -2.137
H -2.229 -0.468 -4.067
H -0.538 1.665 -4.272
H -0.881 3.205 -2.075
H -3.718 -0.185 -1.808
H -2.784 2.020 -0.517
H 1.922 -1.687 -1.691
H 0.763 -1.924 -3.522
H 0.157 -2.964 -1.707
C -1.699 -0.616 1.225
N -0.404 -0.400 1.859
C -0.347 -0.585 3.299
C 0.688 -0.132 1.043
O 0.517 -0.112 -0.175
N 2.022 0.032 1.454
C 2.616 -0.051 2.786
C 3.001 0.383 0.419
H -2.495 -0.900 1.944
H -1.625 -1.440 0.480
H -2.021 0.310 0.733
H 0.275 -1.477 3.532
H -0.008 0.347 3.794
H -1.337 -0.819 3.740
H 3.422 -0.817 2.769
H 3.077 0.926 3.043
H 1.995 -0.320 3.628
H 3.079 -0.417 -0.338
H 2.704 1.334 -0.076
H 4.024 0.535 0.830



Computed, not measured: the ion C10H20INO3PS with charge -1 at a distorted geometry, with ωB97M-V with the def2-TZVPD basis set.

Gap between HOMO and LUMO, eV: 7.55
Total charge: -1
Total energy, eV: -46548.7594
E_HOMO, eV: -5.04
LUMO energy, eV: 2.51
F_max, Eh/bohr: 0.057

Element x y z (Å)
C -3.106 0.476 0.109
C -1.934 0.347 -0.119
P -0.072 0.125 -0.454
C 1.758 -0.143 -0.931
C 2.851 0.592 -0.087
C -0.558 -0.634 -2.178
C -0.265 -2.179 -2.267
O -0.982 -2.963 -1.760
I 1.497 -2.923 -3.377
N 0.250 0.721 1.166
C 0.549 -0.255 2.191
C -0.733 -0.688 3.038
C -0.448 -2.113 3.653
S -0.116 2.190 -1.335
C -1.354 2.249 -2.718
O -0.641 3.182 -0.363
O 1.166 2.583 -1.956
H -4.159 0.513 0.398
H -0.117 -1.225 0.071
H 1.979 0.061 -2.015
H 1.945 -1.250 -0.814
H 3.012 0.177 0.942
H 3.833 0.577 -0.638
H 2.595 1.672 0.042
H -1.657 -0.559 -2.399
H 0.020 -0.192 -3.038
H 0.676 1.633 1.258
H 1.133 -1.158 1.847
H 1.226 0.241 2.948
H -1.673 -0.629 2.448
H -0.816 0.017 3.911
H -0.789 -2.195 4.720
H -0.941 -2.919 3.047
H 0.645 -2.366 3.654
H -2.376 1.967 -2.382
H -0.997 1.727 -3.633
H -1.400 3.343 -2.979



Computed, not measured: a structure of composition C10H20MnO18S2 at a distorted geometry, with ωB97M-V with the def2-TZVPD basis set.

Energy above the lowest of the compared OMol25 structures with the same formula, charge and spin, kJ/mol: 57.3
Gap between HOMO and LUMO (spin up / spin down), eV: 5.81 / 5.87
2S+1: 6
Total charge: -2
Total energy, eV: -100544.7881
E_HOMO (spin up / spin down), eV: -2.31 / -2.37
<S²>: 8.7522
LUMO energy (spin up / spin down), eV: 3.50 / 3.50
F_max, Eh/bohr: 0.049

Element x y z (Å)
Mn -1.785 -0.085 -0.503
O 0.033 1.960 -3.905
C -0.341 0.693 -3.465
O -0.408 -0.236 -4.247
O -0.635 0.659 -2.223
H 0.013 2.392 -3.034
O -3.069 -1.901 3.231
C -3.553 -1.407 2.019
O -4.748 -1.600 1.793
O -2.692 -0.931 1.238
H -3.872 -2.230 3.650
O -3.835 3.599 -1.289
C -4.031 2.253 -1.569
O -4.828 1.895 -2.424
O -3.298 1.478 -0.865
H -3.205 3.451 -0.567
O -3.185 -2.670 -3.549
C -3.427 -2.106 -2.301
O -4.603 -2.023 -1.943
O -2.402 -1.716 -1.661
H -4.155 -2.767 -3.645
O 0.397 3.107 -0.912
S 0.417 2.460 0.348
O -0.606 1.592 0.825
O 1.755 1.555 0.437
C 2.870 1.963 -0.334
C 3.241 0.871 -1.318
C 0.791 3.635 1.620
H 3.762 2.196 0.256
H 2.718 2.847 -0.958
H 3.881 1.195 -2.140
H 2.403 0.379 -1.821
H 3.704 0.031 -0.790
H 1.048 3.044 2.500
H -0.159 4.105 1.883
H 1.552 4.379 1.417
O 0.056 -0.986 0.246
S 0.992 -1.984 0.600
O 2.055 -2.447 -0.227
O 1.657 -1.415 1.977
C 2.853 -2.036 2.428
C 4.018 -1.089 2.184
C 0.062 -3.362 1.263
H 3.081 -2.960 1.888
H 2.783 -2.332 3.475
H 3.753 -0.058 2.421
H 4.358 -1.062 1.148
H 4.872 -1.451 2.764
H -0.931 -3.056 1.590
H 0.618 -3.802 2.087
H 0.028 -4.028 0.401



Computed, not measured: the molecule C10H20N2O at a distorted geometry, with ωB97M-V with the def2-TZVPD basis set.

Energy above the lowest of the compared OMol25 structures with the same formula, charge and spin, kJ/mol: 396.8
Gap between HOMO and LUMO, eV: 9.15
Total charge: 0
Total energy, eV: -15718.4632
SMILES: NC[C@H](O)N[C@@H]1/C=C\CCCCC1
E_HOMO, eV: -8.62
LUMO energy, eV: 0.53
F_max, Eh/bohr: 0.127

Element x y z (Å)
N 0.349 3.796 1.780
C 0.460 2.291 1.260
C 0.827 2.075 -0.230
O 0.230 2.950 -1.206
N 0.579 0.686 -0.500
C -0.851 0.350 -0.484
C -1.443 0.026 0.748
C -1.163 -0.965 1.656
C 0.196 -1.716 1.571
C 0.023 -2.758 0.431
C 0.873 -2.408 -0.871
C 0.095 -1.555 -1.989
C -1.152 -0.658 -1.590
H 1.315 4.035 2.055
H 0.027 4.414 1.093
H -0.571 1.756 1.565
H 1.198 1.761 1.899
H 1.968 2.126 -0.351
H 0.697 2.770 -2.124
H 1.077 0.545 -1.341
H -1.528 1.236 -0.828
H -2.475 0.372 0.804
H -1.722 -1.229 2.456
H 1.161 -1.152 1.391
H 0.328 -2.237 2.536
H -1.066 -2.991 0.463
H 0.450 -3.764 0.779
H 1.211 -3.366 -1.297
H 1.720 -1.736 -0.631
H 0.898 -0.888 -2.480
H -0.183 -2.246 -2.758
H -1.938 -1.382 -1.275
H -1.590 -0.138 -2.534



Computed, not measured: a cluster of 2 separate species, C10H20N2O6 in total at a distorted geometry, with ωB97M-V with the def2-TZVPD basis set.

Energy above the lowest of the compared OMol25 structures with the same formula, charge and spin, kJ/mol: 737.7
Gap between HOMO and LUMO, eV: 7.64
Total charge: 0
Total energy, eV: -25953.6903
SMILES: O=C=N[C@@H](COO)OC(=O)O.CCN(CC)CC
E_HOMO, eV: -7.96
LUMO energy, eV: -0.32
F_max, Eh/bohr: 0.157

Element x y z (Å)
O 5.371 1.022 0.477
C 5.452 1.084 1.736
N 5.261 0.883 3.013
C 3.810 0.910 3.383
C 2.810 1.404 2.220
O 1.448 1.340 2.799
O 0.696 0.546 1.987
O 3.292 -0.350 3.904
C 3.876 -1.449 3.193
O 3.570 -1.728 1.990
O 4.891 -2.255 3.820
H 3.709 1.684 4.247
H 2.767 0.688 1.305
H 3.003 2.497 1.932
H 0.860 -0.413 2.224
H 4.757 -3.144 3.398
C -3.866 -2.150 -2.512
C -3.467 -1.068 -1.516
N -2.056 -0.701 -1.573
C -1.628 0.126 -0.446
C -2.243 1.519 -0.316
C -1.548 -0.285 -2.878
C -2.221 0.909 -3.551
H -3.251 -3.046 -2.390
H -4.910 -2.437 -2.351
H -3.781 -1.807 -3.546
H -3.690 -1.458 -0.516
H -4.120 -0.196 -1.663
H -0.537 0.225 -0.460
H -1.844 -0.424 0.479
H -1.821 2.215 -1.042
H -2.024 1.926 0.677
H -3.329 1.509 -0.429
H -1.614 -1.140 -3.559
H -0.473 -0.087 -2.803
H -3.310 0.870 -3.487
H -1.960 0.924 -4.615
H -1.883 1.856 -3.131